[1]
{"formula": "C3H6N2O", "method": "ωB97M-V/def2-TZVPD", "species": ["N", "C", "C", "O", "C", "N", "H", "H", "H", "H", "H", "H"], "coordinates": [[1.472, -0.294, 0.634], [0.517, -0.072, -0.484], [-0.705, -0.981, -0.922], [-1.607, -0.133, -0.150], [-0.598, 0.769, 0.089], [-0.484, 1.736, 0.876], [1.916, 0.600, 0.786], [1.397, -0.729, 1.561], [1.098, 0.305, -1.351], [-1.076, -0.972, -1.973], [-0.662, -2.010, -0.580], [-1.269, 1.781, 1.513]], "nbo_charge": [-0.867, -0.141, -0.076, -0.503, 0.552, -0.698, 0.378, 0.393, 0.220, 0.196, 0.192, 0.353], "e_homo_ev": -9.173, "lumo_energy_ev": 0.998, "spin_multiplicity": 1, "max_force_ev_per_a": 1.70, "total_charge": 0, "energy_ev": -8233.881, "e_above_lowest_kj_mol": 271.9}

***

[2]
{"formula": "C3H6N2O", "method": "ωB97M-V/def2-TZVPD", "species": ["H", "N", "C", "N", "O", "C", "C", "H", "H", "H", "H", "H"], "coordinates": [[0.730, 1.921, -0.001], [-0.057, 2.102, 0.626], [-0.608, 0.988, 0.947], [-0.313, -0.379, 0.564], [-0.516, -1.276, 1.612], [0.421, -0.780, -0.509], [0.739, -0.205, -1.669], [-1.437, 1.028, 1.675], [-1.427, -1.577, 1.444], [0.775, -1.851, -0.331], [0.486, 0.821, -1.904], [1.207, -0.792, -2.454]], "nbo_charge": [0.338, -0.629, 0.261, -0.194, -0.523, -0.017, -0.513, 0.170, 0.471, 0.216, 0.200, 0.220], "smiles": "[H]/N=C\\N(O)C=C", "e_homo_ev": -8.643, "lumo_energy_ev": 0.704, "spin_multiplicity": 1, "max_force_ev_per_a": 3.34, "total_charge": 0, "energy_ev": -8232.903, "e_above_lowest_kj_mol": 366.2}

***

[3]
{"formula": "C3H6N2O", "method": "ωB97M-V/def2-TZVPD", "species": ["C", "C", "N", "C", "N", "H", "H", "H", "H", "O", "H", "H"], "coordinates": [[-0.622, 0.975, 0.180], [-0.094, 0.011, -0.635], [-0.532, 0.333, -1.955], [-1.307, 1.463, -1.884], [-1.454, 1.729, -0.567], [-0.701, 1.177, 1.310], [0.688, -0.704, -0.720], [-0.141, -0.149, -2.729], [-1.751, 1.888, -2.721], [2.265, -2.245, 3.541], [1.491, -2.857, 3.391], [2.159, -1.621, 2.789]], "nbo_charge": [-0.092, -0.129, -0.517, 0.156, -0.465, 0.229, 0.209, 0.408, 0.200, -0.934, 0.468, 0.466], "smiles": "c1c[nH]cn1.O", "e_homo_ev": -9.071, "lumo_energy_ev": 0.575, "spin_multiplicity": 1, "max_force_ev_per_a": 4.99, "total_charge": 0, "energy_ev": -8234.984, "e_above_lowest_kj_mol": 165.4}

***

[4]
{"formula": "C3H6N2O", "method": "ωB97M-V/def2-TZVPD", "species": ["N", "C", "O", "N", "C", "C", "H", "H", "H", "H", "H", "H"], "coordinates": [[-2.181, 0.015, 0.162], [-0.863, -0.065, 0.497], [-0.537, -0.083, 1.671], [0.084, -0.323, -0.530], [1.217, 0.555, -0.823], [1.415, -0.569, 0.094], [-2.562, 0.220, -0.746], [-2.786, 0.067, 0.968], [1.606, 0.474, -1.831], [1.213, 1.553, -0.390], [1.802, -1.529, -0.213], [1.592, -0.315, 1.141]], "nbo_charge": [-0.822, 0.769, -0.641, -0.480, -0.232, -0.249, 0.401, 0.405, 0.205, 0.203, 0.205, 0.235], "smiles": "NC(=O)N1CC1", "e_homo_ev": -9.520, "lumo_energy_ev": 1.034, "spin_multiplicity": 1, "max_force_ev_per_a": 0.79, "total_charge": 0, "energy_ev": -8235.110, "e_above_lowest_kj_mol": 153.3}

***

[5]
{"formula": "C3H6N2O", "method": "ωB97M-V/def2-TZVPD", "species": ["C", "C", "C", "N", "N", "O", "H", "H", "H", "H", "H", "H"], "coordinates": [[-0.024, 0.219, -0.020], [-0.721, 1.008, 0.943], [1.387, -0.289, -1.810], [-1.412, -0.893, 2.103], [0.713, 0.723, -0.964], [-1.363, 0.470, 1.986], [-0.160, -0.806, 0.101], [-0.834, 2.106, 0.851], [1.294, -0.113, -2.950], [2.431, -0.113, -1.506], [0.805, -1.229, -1.609], [-2.116, -1.083, 2.875]], "lowdin_spin": [0.025, 0.442, 0.030, 0.778, 0.348, 0.322, -0.004, 0.016, 0.011, 0.014, 0.000, 0.019], "e_homo_ev": [-7.490, -9.445], "lumo_energy_ev": [0.969, -1.266], "spin_multiplicity": 3, "s2": 2.032, "max_force_ev_per_a": 3.17, "total_charge": 0, "energy_ev": -8230.260, "e_above_lowest_kj_mol": 87.9}

***

[6]
{"formula": "C3H6N2O2", "method": "ωB97M-V/def2-TZVPD", "species": ["C", "C", "N", "C", "O", "N", "O", "H", "H", "H", "H", "H", "H"], "coordinates": [[-0.647, -0.158, -0.951], [0.483, 0.414, -0.434], [-1.695, 0.585, -1.409], [1.172, -0.893, 0.915], [0.463, 1.776, -0.206], [0.258, -0.824, 1.787], [1.720, -0.128, -0.228], [1.094, 1.915, 0.523], [-0.818, -1.213, -0.804], [-2.626, 0.210, -1.322], [-1.588, 1.586, -1.322], [0.294, -1.549, 2.493], [1.891, -1.720, 0.956]], "nbo_charge": [-0.101, 0.415, -0.810, 0.382, -0.712, -0.676, -0.469, 0.484, 0.197, 0.381, 0.397, 0.376, 0.136], "e_homo_ev": -7.088, "lumo_energy_ev": 0.842, "spin_multiplicity": 1, "max_force_ev_per_a": 5.18, "total_charge": 0, "energy_ev": -10280.176, "e_above_lowest_kj_mol": 445.9}